Entry 1:
Entry from the OMol25 dataset: an isolated molecule of C4H8N2 in a non-equilibrium geometry (ωB97M-V/def2-TZVPD).

Each line ends with the natural charge from an NBO analysis.
Atoms and positions in Å:
C -1.90581 -0.02721 -0.42498  -0.578
C -0.68143 -0.36377 0.37027  -0.249
N 0.36355 -0.29863 -0.62828  -0.607
C 1.72932 -0.17855 -0.12599  -0.321
C 1.91103 0.80377 0.97509  0.255
N 2.00867 1.56624 1.84010  -0.327
H -2.76115 0.15492 0.24787  0.225
H -2.12772 -0.87626 -1.08367  0.214
H -1.52277 0.81738 -1.17204  0.167
H -0.49801 0.27771 1.25230  0.184
H -0.98746 -1.35882 0.71149  0.195
H -0.03811 0.50097 -1.25154  0.364
H 2.37245 0.11952 -0.95457  0.243
H 2.13746 -1.13728 0.24396  0.235

Output
Strongest force on any atom: 3.1 eV/Å
ΔE to the lowest compared entry with this formula, charge and spin: 143.90 kJ/mol
E_LUMO: 0.932 eV
Electronic energy: -7256.3839 eV
E_HOMO: -9.76 eV

***

Entry 2:
Entry from the OMol25 dataset: a cluster of 10 separate species, C34H95N7O10 in total in a non-equilibrium geometry (ωB97M-V/def2-TZVPD).

Each line ends with the Löwdin spin population.
Atoms and positions in Å:
C 3.84654 3.20698 5.54579  0.000
C 2.71677 2.45438 4.93544  0.000
C 2.75748 2.14895 3.37926  0.000
O 2.56213 3.38502 2.69525  0.000
C 2.54897 3.30779 1.25141  0.000
N 2.39118 1.28667 5.74074  0.000
H 3.97834 4.16551 5.04385  0.000
H 4.80170 2.68185 5.54657  0.000
H 3.71619 3.35696 6.61753  0.000
H 1.85841 3.08895 5.15599  0.000
H 1.96050 1.42724 3.20020  0.000
H 3.65816 1.61488 3.07652  0.000
H 1.92666 2.53518 0.79985  0.000
H 3.57763 3.22453 0.90067  0.000
H 2.24012 4.27553 0.85619  0.000
H 1.57112 0.83937 5.35664  0.000
H 3.10371 0.57084 5.73984  0.000
C 2.65792 -3.76100 0.16291  0.000
C 4.01712 -3.49444 -0.62011  0.000
C 4.60915 -2.15341 -0.11542  0.000
O 3.63532 -1.12194 -0.13512  0.000
C 4.16842 0.08324 -0.72306  0.000
N 4.85865 -4.63754 -0.32877  0.000
H 1.88961 -3.24207 -0.41025  0.000
H 2.63111 -3.53617 1.22914  0.000
H 2.35523 -4.80735 0.20304  0.000
H 3.79015 -3.40336 -1.68232  0.000
H 5.51331 -2.10295 -0.72209  0.000
H 4.99150 -2.25468 0.90029  0.000
H 3.47146 0.91280 -0.60412  0.000
H 4.53135 -0.03032 -1.74457  0.000
H 4.95157 0.49367 -0.08561  0.000
H 5.06399 -4.84384 0.63837  0.000
H 5.79144 -4.54266 -0.70426  0.000
C -0.30352 -1.26886 0.35103  0.000
C -0.49409 0.17559 -0.23838  0.002
C 0.45414 0.33793 -1.46323  0.002
O 0.61945 1.75479 -1.45241  0.008
C 1.44549 2.29040 -2.56348  0.001
N -1.88287 0.20451 -0.52125  0.013
H -0.63346 -2.04063 -0.34440  0.000
H -0.96447 -1.38973 1.20932  0.000
H 0.69453 -1.55907 0.67932  0.000
H -0.29309 0.87714 0.57127  0.001
H 0.10810 -0.07960 -2.40875  0.000
H 1.46939 -0.03675 -1.33291  0.001
H 2.49741 2.00602 -2.53768  0.000
H 1.41299 3.37373 -2.44750  0.000
H 1.04459 2.00398 -3.53576  0.000
H -2.03548 1.08643 -0.98925  0.000
H -2.23643 -0.52415 -1.12468  0.000
C -4.96494 -1.45246 -2.51550  0.000
C -4.22541 -2.50498 -1.72038  0.000
C -4.84663 -3.88256 -1.74764  0.000
O -4.08046 -4.72348 -0.84183  0.000
C -4.38698 -4.51279 0.53650  0.000
N -2.82943 -2.58160 -2.13397  0.000
H -4.46799 -0.48239 -2.50534  0.000
H -5.95954 -1.30727 -2.09385  0.000
H -5.10616 -1.64398 -3.57921  0.000
H -4.17712 -2.04396 -0.73386  0.000
H -4.85329 -4.28730 -2.75968  0.000
H -5.91007 -4.01279 -1.54710  0.000
H -3.71212 -5.10206 1.15732  0.000
H -5.38118 -4.89016 0.77582  0.000
H -4.28969 -3.47108 0.84224  0.000
H -2.36018 -3.32952 -1.64354  0.000
H -2.73721 -2.88291 -3.09355  0.000
C -2.53337 0.58899 6.73457  0.000
C -1.82104 -0.75395 6.42228  0.000
C -0.31878 -0.69052 6.04045  0.000
O -0.17188 0.21974 5.00377  0.000
C -0.45507 -0.27671 3.71582  0.000
N -1.98792 -1.56206 7.61540  0.000
H -2.49538 1.39430 6.00100  0.000
H -2.14421 1.07688 7.62822  0.000
H -3.60405 0.42359 6.85451  0.000
H -2.40725 -1.21004 5.62450  0.000
H 0.00642 -1.71273 5.84696  0.000
H 0.23764 -0.41669 6.93683  0.000
H -0.28362 0.45578 2.92704  0.000
H -1.50107 -0.54517 3.56777  0.000
H 0.23493 -1.05976 3.40144  0.000
H -1.51443 -1.18276 8.42289  0.000
H -1.49833 -2.44244 7.54230  0.000
C -4.11497 4.60551 -0.52672  0.027
C -3.23810 3.44962 -1.03682  0.112
C -3.47199 2.92361 -2.47827  0.008
O -2.64145 1.82762 -2.82205  0.002
C -2.78419 1.24942 -4.06119  0.000
N -1.81559 3.73546 -0.83596  0.703
H -5.16796 4.32403 -0.53483  0.000
H -4.03524 5.36411 -1.30535  0.003
H -3.80927 4.95543 0.45928  0.001
H -3.36822 2.53166 -0.46366  0.062
H -3.42577 3.68152 -3.26028  0.003
H -4.46604 2.47652 -2.48657  0.000
H -3.82096 0.91891 -4.12406  0.000
H -2.17020 0.35521 -4.16857  0.000
H -2.45458 1.92914 -4.84696  0.000
H -1.16821 3.17461 -1.37117  0.018
H -1.52980 3.74259 0.13273  0.020
C 3.39018 -0.97713 -4.23450  0.000
C 4.47851 -0.46221 -5.17430  0.000
C 5.49983 0.50688 -4.43049  0.000
O 4.94990 1.79236 -4.09425  0.000
C 4.98468 2.71480 -5.16463  0.000
N 5.20674 -1.62004 -5.75583  0.000
H 2.67910 -1.59065 -4.78772  0.000
H 2.83352 -0.12027 -3.85499  0.000
H 3.89285 -1.51077 -3.42788  0.000
H 4.11435 0.15476 -5.99578  0.000
H 6.46012 0.55095 -4.94432  0.000
H 5.78164 0.02319 -3.49522  0.000
H 5.87711 2.64978 -5.78708  0.000
H 4.82037 3.69839 -4.72458  0.000
H 4.18067 2.45656 -5.85382  0.000
H 4.61749 -2.35547 -6.11920  0.000
H 5.80636 -1.32599 -6.51351  0.000
C -0.90701 4.88952 -4.33539  0.003
C 0.04080 4.93901 -5.52786  0.001
O -0.68716 5.09150 -6.68648  0.001
H -1.45981 3.95009 -4.33731  0.000
H -1.62489 5.70904 -4.30180  0.000
H -0.29886 4.96804 -3.43423  0.001
H 0.50720 3.95473 -5.57001  0.000
H 0.71435 5.79438 -5.47500  0.000
H -1.30541 4.36688 -6.80607  0.000
C -1.01541 -4.05441 2.66385  0.000
C -0.11323 -5.26462 2.33741  0.000
O -0.94078 -6.26435 1.65688  0.000
H -1.42189 -3.68594 1.72198  0.000
H -0.46748 -3.27379 3.19160  0.000
H -1.81897 -4.38755 3.32066  0.000
H 0.30267 -5.63296 3.27520  0.000
H 0.75509 -5.10431 1.69833  0.000
H -0.67046 -7.13024 1.97116  0.000
C -4.77622 -0.13732 3.40648  0.000
C -4.07047 -0.55246 2.13878  0.000
O -3.41697 0.60248 1.70154  0.007
H -5.26698 -1.03371 3.78562  0.000
H -5.51136 0.66201 3.31299  0.000
H -4.02256 0.13082 4.14689  0.000
H -4.80462 -0.91621 1.41989  0.000
H -3.31600 -1.32276 2.29849  0.000
H -2.99416 0.33651 0.88173  0.000

Output
Strongest force on any atom: 4.6 eV/Å
Expectation value of S²: 0.7544
ΔE to the lowest compared entry with this formula, charge and spin: 0.00 kJ/mol
Charge: +1
E_LUMO (alpha / beta): -2.281 / -7.675 eV
Electronic energy: -67689.5566 eV
Spin multiplicity: 2
E_HOMO (alpha / beta): -10.41 / -10.41 eV

***

Entry 3:
Entry from the OMol25 dataset: an isolated molecule of C4H5ClS in a non-equilibrium geometry (ωB97M-V/def2-TZVPD).

Each line ends with the natural charge from an NBO analysis.
Atoms and positions in Å:
C 1.19567 0.50225 0.16442  0.021
C 2.05805 1.14330 -0.60729  -0.412
C -0.05906 0.91276 0.88019  -0.537
C -1.27313 0.84480 -0.03885  -0.274
H 2.10890 2.22926 -0.62225  0.214
H 2.65044 0.55732 -1.35340  0.232
H -0.07886 2.01210 1.10426  0.233
H -0.19850 0.31694 1.74483  0.243
H -1.27037 1.85283 -0.68803  0.191
S -2.28893 -0.36186 -0.24659  0.132
Cl 1.28718 -1.27043 0.08054  -0.043

Output
Strongest force on any atom: 2.7 eV/Å
ΔE to the lowest compared entry with this formula, charge and spin: 139.36 kJ/mol
E_LUMO: -0.385 eV
Electronic energy: -27584.9080 eV
E_HOMO: -8.86 eV

***

Question: Which of these has the lowest strongest force on any atom?
Answer: C4H5ClS

***

Question: Which formula does entry 3 have?
Answer: C4H5ClS